[1]
{
  "formula": "C54H46Cl2F3I2KN7O3P",
  "method": "ωB97M-V/def2-TZVPD",
  "charge": -2,
  "homo_lumo_gap_ha": 0.1866,
  "max_force_ev_per_a": 1.692,
  "e_tot_ev": -148334.793,
  "elements": ["K", "I", "C", "C", "C", "I", "C", "O", "C", "C", "N", "C", "C", "C", "C", "C", "C", "N", "C", "H", "H", "H", "H", "H", "H", "H", "H", "H", "H", "H", "C", "C", "C", "C", "C", "N", "C", "C", "C", "C", "C", "C", "C", "N", "C", "C", "C", "N", "C", "C", "N", "C", "C", "C", "N", "H", "H", "H", "H", "H", "H", "H", "H", "H", "H", "H", "H", "H", "H", "H", "H", "H", "H", "Cl", "C", "Cl", "H", "H", "C", "C", "C", "C", "C", "C", "P", "C", "C", "C", "C", "C", "C", "C", "C", "C", "C", "C", "C", "H", "H", "H", "H", "H", "H", "H", "H", "H", "H", "H", "H", "H", "H", "H", "F", "C", "F", "F", "C", "O", "O"],
  "xyz": [[-0.411, -0.248, -0.833], [5.390, 3.817, 5.625], [4.720, 2.596, 4.048], [5.632, 2.065, 3.151], [5.165, 1.281, 2.107], [6.610, 0.364, 0.894], [3.767, 0.997, 1.850], [3.319, 0.318, 0.883], [2.893, 1.536, 2.875], [1.431, 1.166, 2.845], [0.551, 1.776, 1.834], [0.657, 3.228, 1.818], [-0.599, 3.939, 1.349], [-0.788, 5.283, 1.678], [-1.963, 5.910, 1.309], [-2.919, 5.185, 0.613], [-2.638, 3.866, 0.298], [-1.501, 3.251, 0.654], [3.364, 2.310, 3.918], [6.694, 2.237, 3.272], [1.005, 1.428, 3.817], [1.346, 0.088, 2.718], [0.754, 1.383, 0.918], [1.514, 3.575, 1.225], [0.839, 3.565, 2.840], [-0.016, 5.816, 2.228], [-2.141, 6.947, 1.579], [-3.862, 5.632, 0.316], [-3.347, 3.252, -0.247], [2.662, 2.678, 4.659], [2.340, -3.392, -7.527], [2.109, -2.429, -6.385], [2.643, -1.141, -6.372], [2.450, -0.279, -5.309], [1.689, -0.626, -4.155], [1.386, 0.221, -3.153], [2.199, 1.283, -2.849], [3.609, 1.206, -2.832], [4.418, 2.257, -2.444], [3.886, 3.465, -1.998], [4.761, 4.588, -1.490], [2.508, 3.577, -2.017], [1.686, 2.543, -2.456], [0.290, 2.842, -2.601], [-0.219, 4.024, -3.036], [-1.581, 3.876, -3.101], [-1.812, 2.552, -2.672], [-0.677, 1.929, -2.377], [1.151, -1.943, -4.196], [1.371, -2.800, -5.266], [0.364, -2.456, -3.097], [-0.772, -3.195, -3.227], [-1.076, -3.704, -1.990], [-0.056, -3.211, -1.148], [0.809, -2.458, -1.819], [3.036, -2.967, -8.256], [1.412, -3.634, -8.060], [2.766, -4.338, -7.176], [3.222, -0.800, -7.229], [2.865, 0.721, -5.351], [4.055, 0.258, -3.110], [5.493, 2.121, -2.439], [5.799, 4.440, -1.796], [4.749, 4.647, -0.396], [4.431, 5.557, -1.875], [2.046, 4.500, -1.673], [0.417, 4.856, -3.292], [-2.302, 4.616, -3.413], [-2.754, 2.029, -2.555], [0.963, -3.806, -5.209], [-1.279, -3.276, -4.176], [-1.920, -4.320, -1.721], [0.081, -3.388, -0.087], [3.363, -4.824, -0.541], [3.323, -3.201, 0.219], [2.450, -3.201, 1.768], [2.826, -2.519, -0.450], [4.337, -2.905, 0.414], [-0.877, -1.941, 6.553], [0.128, -1.784, 5.611], [-0.194, -1.732, 4.255], [-1.514, -1.824, 3.813], [-2.511, -2.006, 4.777], [-2.200, -2.063, 6.129], [-1.827, -1.708, 1.958], [-2.272, -3.484, 1.670], [-3.203, -3.892, 0.711], [-3.445, -5.243, 0.476], [-2.732, -6.215, 1.165], [-1.765, -5.824, 2.083], [-1.539, -4.476, 2.331], [-3.412, -0.788, 2.139], [-4.700, -1.318, 2.132], [-5.804, -0.500, 2.359], [-5.628, 0.854, 2.622], [-4.344, 1.386, 2.642], [-3.247, 0.575, 2.384], [-0.637, -1.970, 7.611], [1.164, -1.694, 5.924], [0.602, -1.634, 3.524], [-3.545, -2.101, 4.470], [-2.991, -2.202, 6.858], [-3.715, -3.147, 0.115], [-4.183, -5.530, -0.267], [-2.915, -7.267, 0.977], [-1.178, -6.571, 2.608], [-0.776, -4.195, 3.047], [-4.857, -2.376, 1.963], [-6.802, -0.926, 2.338], [-6.488, 1.492, 2.795], [-4.195, 2.444, 2.834], [-2.247, 1.007, 2.360], [-3.426, -1.285, -3.427], [-4.206, -1.080, -2.345], [-5.243, -0.323, -2.741], [-4.711, -2.292, -1.981], [-3.375, -0.433, -1.180], [-3.658, 0.739, -0.911], [-2.512, -1.212, -0.698]],
  "mulliken_charge": [1.29, -0.08, -0.58, -0.40, -0.14, -0.12, 0.12, -0.39, 0.67, -0.76, 1.10, -0.97, 0.44, -0.89, -0.49, -1.06, -0.36, 0.62, -0.14, 0.34, 0.79, -0.71, -0.86, 0.31, 0.55, 0.50, 0.37, 0.47, 0.44, 0.37, -1.47, 0.51, -1.10, -0.51, 0.10, 0.37, -0.19, 0.04, -0.97, 0.41, -1.60, -0.27, -0.07, 0.15, -0.26, -1.30, -0.74, 0.48, -0.09, -0.34, 0.63, -0.87, -0.34, -0.41, -0.44, 0.34, 0.28, 0.32, 0.26, 0.36, 0.55, 0.33, 0.39, 0.28, 0.35, 0.46, 0.48, 0.43, 0.55, 0.47, 0.56, 0.45, 0.48, -0.23, 0.35, -0.15, -0.46, 0.41, -0.54, -0.91, 0.12, -0.07, -0.45, -0.71, 1.63, -0.14, -0.01, -0.61, -0.60, -0.71, -0.58, 0.51, -0.01, -0.74, -0.69, -0.40, -0.58, 0.36, 0.46, 0.29, 0.38, 0.42, 0.11, 0.43, 0.36, 0.40, 0.38, 0.41, 0.39, 0.33, 0.42, 0.14, -0.24, 0.68, -0.29, -0.27, -0.18, -0.63, -0.33]
}



[2]
{
  "formula": "H8O4",
  "method": "ωB97M-V/def2-TZVPD",
  "charge": 0,
  "smiles": "O.O.O.O",
  "homo_lumo_gap_ha": 0.3711,
  "max_force_ev_per_a": 6.696,
  "e_tot_ev": -8318.793,
  "elements": ["O", "H", "H", "O", "H", "H", "O", "H", "H", "O", "H", "H"],
  "xyz": [[-1.574, 2.337, 1.520], [-1.534, 3.121, 0.886], [-1.008, 1.500, 1.444], [0.783, 0.478, -2.067], [0.732, -0.356, -1.706], [1.683, 0.800, -1.827], [0.615, -1.791, -0.726], [0.045, -2.403, -1.200], [1.243, -2.353, -0.499], [-0.329, -0.030, 1.478], [-0.618, -0.534, 0.756], [-0.038, -0.768, 1.941]],
  "mulliken_charge": [-0.69, 0.30, 0.44, -0.64, 0.38, 0.30, -0.65, 0.34, 0.26, -0.65, 0.31, 0.28]
}



[3]
{
  "formula": "C7H13N3O2",
  "method": "ωB97M-V/def2-TZVPD",
  "charge": 0,
  "homo_lumo_gap_ha": [0.2399, 0.3349],
  "max_force_ev_per_a": 3.008,
  "s_squared": 2.010,
  "spin_multiplicity": 3,
  "e_tot_ev": -16029.314,
  "elements": ["C", "C", "C", "C", "C", "C", "C", "N", "N", "N", "O", "O", "H", "H", "H", "H", "H", "H", "H", "H", "H", "H", "H", "H", "H"],
  "xyz": [[0.994, -1.855, 0.131], [2.378, 0.387, 0.318], [2.904, 0.359, -1.089], [-0.316, 1.679, 0.287], [-2.877, -0.407, -0.357], [0.998, -0.436, 0.504], [0.024, 0.366, -0.259], [1.132, -2.937, -0.237], [-1.708, -0.900, 1.637], [-1.707, -0.954, 0.293], [2.779, 1.131, 1.182], [-0.074, 0.206, -1.586], [3.036, -0.607, -1.478], [2.112, 0.809, -1.862], [3.813, 0.932, -1.179], [-0.013, 2.490, -0.396], [-1.314, 1.914, 0.550], [0.278, 1.802, 1.219], [-3.551, -1.231, -0.186], [-3.282, 0.586, 0.113], [-2.473, -0.304, -1.368], [0.789, -0.306, 1.551], [-1.631, -1.813, 2.193], [-2.382, -0.266, 1.983], [0.089, -0.642, -1.963]],
  "lowdin_spin": [0.01, 0.06, 0.01, 0.07, 0.07, 0.07, 0.49, 0.00, 0.23, 0.65, 0.07, 0.14, 0.00, 0.01, 0.00, 0.02, 0.02, 0.00, 0.03, 0.01, 0.00, 0.00, 0.03, 0.01, 0.01]
}



[4]
{
  "formula": "C27H24N5O2PdS2",
  "method": "ωB97M-V/def2-TZVPD",
  "charge": 1,
  "homo_lumo_gap_ha": 0.2477,
  "max_force_ev_per_a": 0.539,
  "e_tot_ev": -65077.139,
  "elements": ["Pd", "C", "S", "C", "S", "N", "N", "C", "C", "C", "C", "C", "C", "N", "H", "H", "H", "H", "H", "H", "H", "H", "C", "N", "C", "C", "C", "C", "C", "N", "C", "C", "C", "C", "C", "C", "H", "H", "H", "H", "H", "H", "H", "H", "H", "H", "H", "O", "C", "O", "C", "C", "C", "C", "C", "C", "H", "H", "H", "H", "H"],
  "xyz": [[-0.553, -0.815, 1.263], [0.657, 1.343, 5.828], [-0.619, 2.195, 4.884], [-0.973, 1.079, 3.608], [-0.161, -0.479, 3.532], [-1.894, 1.442, 2.772], [-2.094, 0.443, 1.870], [-3.278, 0.095, 1.547], [-3.401, -1.246, 0.977], [-4.576, -1.774, 0.476], [-4.587, -3.101, 0.068], [-3.431, -3.855, 0.180], [-2.284, -3.262, 0.681], [-2.278, -1.992, 1.078], [0.941, 2.049, 6.607], [1.528, 1.126, 5.215], [0.271, 0.439, 6.294], [-4.135, 0.687, 1.853], [-5.459, -1.155, 0.414], [-5.492, -3.540, -0.329], [-3.405, -4.895, -0.112], [-1.352, -3.801, 0.779], [-1.513, -0.048, -1.667], [-0.650, -0.886, -0.830], [0.164, -1.757, -1.324], [0.924, -2.542, -0.427], [1.960, -3.462, -0.532], [2.359, -3.763, 0.776], [1.564, -3.015, 1.639], [0.676, -2.315, 0.911], [-0.830, 0.490, -2.904], [-1.517, 0.503, -4.112], [-0.931, 1.038, -5.251], [0.353, 1.557, -5.191], [1.048, 1.538, -3.989], [0.460, 1.009, -2.851], [-1.854, 0.777, -1.040], [-2.389, -0.632, -1.964], [0.272, -1.853, -2.402], [2.370, -3.859, -1.447], [3.129, -4.455, 1.075], [1.577, -2.970, 2.716], [-2.520, 0.094, -4.165], [-1.476, 1.043, -6.185], [0.813, 1.971, -6.077], [2.051, 1.942, -3.933], [1.015, 1.003, -1.921], [-0.232, 1.840, 0.194], [0.872, 1.448, 0.521], [1.092, 0.246, 1.034], [2.117, 2.229, 0.285], [2.001, 3.476, -0.321], [3.138, 4.224, -0.575], [4.388, 3.726, -0.227], [4.504, 2.481, 0.375], [3.369, 1.728, 0.633], [1.017, 3.841, -0.583], [3.053, 5.196, -1.043], [5.275, 4.313, -0.427], [5.479, 2.098, 0.644], [3.447, 0.756, 1.100]],
  "mulliken_charge": [-0.05, -0.89, 0.05, 0.42, -0.15, -1.27, 1.16, -0.80, 0.92, -0.90, -0.30, -0.90, -0.03, 0.26, 0.36, 0.32, 0.33, 0.45, 0.48, 0.45, 0.46, 0.42, -1.46, 1.03, -0.29, -0.15, -0.86, -0.81, -0.82, 0.68, 0.53, -0.61, -0.68, -0.53, -0.81, 0.30, 0.35, 0.55, 0.54, 0.52, 0.48, 0.50, 0.38, 0.40, 0.40, 0.47, 0.21, -0.56, 0.66, -0.36, 0.48, -0.34, -0.75, -0.40, -0.72, -0.27, 0.48, 0.43, 0.41, 0.42, 0.45]
}



[5]
{
  "formula": "CH3NO4P",
  "method": "ωB97M-V/def2-TZVPD",
  "charge": -1,
  "smiles": "[O-]/C(O)=N/P(O)O",
  "homo_lumo_gap_ha": 0.3119,
  "max_force_ev_per_a": 2.440,
  "e_tot_ev": -20057.528,
  "elements": ["C", "N", "O", "O", "O", "O", "P", "H", "H", "H"],
  "xyz": [[1.867, 0.308, 0.118], [0.677, 0.047, 0.574], [2.916, 0.256, 0.692], [2.055, 0.624, -1.368], [-1.712, -0.504, 0.815], [-0.976, 1.173, -0.903], [-0.567, -0.337, -0.433], [-1.563, -0.540, 1.758], [1.310, 0.990, -1.818], [-0.484, 1.816, -0.368]],
  "mulliken_charge": [0.49, -0.38, -0.63, -0.54, -0.54, -0.53, 0.15, 0.31, 0.31, 0.35]
}



[6]
{
  "formula": "C30H33F5N2O2PbS2Si2",
  "method": "ωB97M-V/def2-TZVPD",
  "charge": -1,
  "homo_lumo_gap_ha": [0.2324, 0.2225],
  "max_force_ev_per_a": 0.141,
  "s_squared": 0.765,
  "spin_multiplicity": 2,
  "e_tot_ev": -94983.342,
  "elements": ["Pb", "O", "C", "C", "C", "C", "C", "C", "C", "N", "C", "C", "N", "C", "C", "C", "C", "C", "C", "C", "O", "H", "H", "H", "H", "H", "H", "H", "H", "H", "H", "H", "H", "H", "H", "F", "C", "C", "F", "C", "F", "C", "S", "C", "F", "C", "F", "C", "Si", "C", "C", "C", "Si", "C", "C", "C", "H", "H", "H", "H", "H", "H", "H", "H", "H", "H", "H", "H", "H", "H", "H", "H", "H", "H", "H", "S", "C"],
  "xyz": [[-0.059, -0.450, 0.316], [-0.961, 1.322, -1.046], [-0.669, 1.599, -2.263], [-0.355, 2.940, -2.633], [-0.076, 3.289, -3.929], [-0.101, 2.338, -4.960], [-0.407, 1.038, -4.637], [-0.666, 0.636, -3.317], [-0.965, -0.763, -3.107], [-0.936, -1.414, -2.010], [-1.358, -2.802, -2.055], [-2.562, -3.001, -1.141], [-2.148, -2.726, 0.213], [-2.774, -3.193, 1.196], [-2.332, -2.850, 2.560], [-3.258, -2.427, 3.506], [-2.848, -1.973, 4.748], [-1.499, -1.951, 5.062], [-0.563, -2.408, 4.146], [-0.982, -2.853, 2.905], [-0.044, -3.445, 2.072], [-0.350, 3.676, -1.838], [0.162, 4.322, -4.160], [0.112, 2.622, -5.982], [-0.438, 0.282, -5.416], [-1.230, -1.308, -4.026], [-0.539, -3.434, -1.700], [-1.615, -3.104, -3.079], [-2.966, -4.016, -1.248], [-3.343, -2.287, -1.421], [-3.680, -3.805, 1.088], [-4.308, -2.410, 3.240], [-3.579, -1.617, 5.462], [-1.170, -1.582, 6.025], [0.493, -2.430, 4.379], [-5.535, 3.020, -1.388], [-4.634, 2.522, -0.530], [-4.798, 1.256, -0.003], [-5.862, 0.518, -0.357], [-3.867, 0.755, 0.888], [-4.087, -0.485, 1.353], [-2.742, 1.471, 1.287], [-1.527, 0.798, 2.353], [-2.618, 2.747, 0.739], [-1.564, 3.510, 1.042], [-3.536, 3.271, -0.149], [-3.364, 4.498, -0.660], [4.525, -1.248, -0.333], [3.263, -0.153, -1.207], [2.506, -1.126, -2.624], [4.210, 1.254, -2.044], [2.030, 0.626, -0.042], [2.615, 1.242, 1.624], [2.231, -0.003, 2.986], [1.777, 2.872, 2.020], [4.475, 1.569, 1.734], [4.894, -2.010, -1.024], [4.089, -1.770, 0.519], [5.382, -0.666, 0.010], [3.308, -1.521, -3.256], [1.880, -0.478, -3.239], [1.908, -1.964, -2.268], [4.950, 0.861, -2.747], [4.734, 1.882, -1.321], [3.520, 1.890, -2.605], [1.616, 1.494, -0.571], [1.155, -0.081, 3.164], [2.693, 0.303, 3.928], [2.601, -0.999, 2.729], [0.692, 2.771, 2.024], [2.042, 3.626, 1.274], [2.090, 3.243, 2.999], [5.057, 0.648, 1.755], [4.681, 2.115, 2.659], [4.835, 2.180, 0.904], [1.754, -3.527, 0.273], [0.635, -2.723, 1.151]],
  "lowdin_spin": [0.17, 0.05, 0.00, 0.00, 0.00, 0.00, 0.00, 0.00, 0.00, 0.05, 0.00, 0.00, 0.01, 0.00, 0.00, 0.00, 0.00, 0.00, 0.00, 0.00, 0.03, 0.00, 0.00, 0.00, 0.00, 0.00, 0.00, 0.00, 0.00, 0.00, 0.00, 0.00, 0.00, 0.00, 0.00, 0.00, 0.01, 0.00, 0.00, 0.01, 0.00, 0.01, 0.16, 0.01, 0.00, 0.00, 0.00, 0.00, 0.02, 0.00, 0.01, 0.18, 0.02, 0.00, 0.00, 0.01, 0.00, 0.00, 0.00, 0.00, 0.00, 0.00, 0.00, 0.00, 0.00, 0.00, 0.00, 0.00, 0.00, 0.00, 0.00, 0.00, 0.00, 0.00, 0.00, 0.05, 0.17]
}